Record 1
This record from OMol25 describes a 2-piece molecular cluster, C3H10OS overall at a distorted geometry. The level of theory is wB97M-V/def2-TZVPD.

CARTESIAN COORDINATES (ANGSTROEM)
C  3.51921  3.14107  -0.03631
S  4.67437  4.27105  -0.86690
H  3.98400  2.61869  0.80239
H  3.15403  2.59140  -0.91784
H  2.56575  3.65525  0.19203
H  5.16090  3.53139  -1.87108
C  -2.81095  -2.47601  -0.30781
O  -2.92265  -1.09175  -0.72088
C  -2.06015  -2.49540  1.02161
H  -2.35384  -2.97988  -1.16011
H  -3.82232  -2.89729  -0.22899
H  -3.36959  -0.68331  0.04386
H  -1.16384  -1.91379  0.77470
H  -1.93783  -3.43730  1.55944
H  -2.61708  -1.83411  1.71591

Calculated values
LUMO: 0.91 eV
Calculated total energy: -593.678590 Ha
SMILES: CCO.CS
Frontier orbital gap: 10.0 eV
Relative energy (zero: lowest compared OMol25 entry of this formula, charge and spin): 101.2 kJ/mol

---

Record 2
This record from OMol25 describes C37H37Cl5MnN5O as an isolated structure. The level of theory is wB97M-V/def2-TZVPD.

CARTESIAN COORDINATES (ANGSTROEM)
Mn  0.03694  0.16848  -0.03636
C  0.97924  -3.00101  2.97155
C  2.25453  -3.42684  2.64295
C  2.90325  -2.86976  1.55033
C  2.23904  -1.90180  0.80924
N  1.00230  -1.50099  1.12791
C  0.38842  -2.02573  2.18545
C  2.86772  -1.20562  -0.35771
C  4.08455  -1.61257  -0.89364
C  4.63106  -0.88408  -1.93795
C  3.95636  0.22773  -2.41612
C  2.74122  0.55356  -1.83967
N  2.20349  -0.14954  -0.84562
H  0.44847  -3.39914  3.82412
H  2.75588  -4.17882  3.23712
H  3.90813  -3.18040  1.31122
H  -0.59743  -1.63359  2.40586
H  4.60651  -2.47787  -0.51606
H  5.57824  -1.18375  -2.36550
H  4.35425  0.83146  -3.21870
H  2.16508  1.40449  -2.18409
Cl  1.13608  5.45900  5.31278
C  0.67016  4.19761  4.24185
C  1.31710  4.02922  3.02172
Cl  2.59585  5.09102  2.57503
C  0.93091  3.00878  2.16469
Cl  1.74501  2.79075  0.64923
C  -0.11470  2.11199  2.46385
O  -0.49517  1.16497  1.66986
C  -0.74002  2.30950  3.71617
Cl  -1.99524  1.20192  4.15369
C  -0.36238  3.32168  4.58465
Cl  -1.16483  3.50250  6.09390
C  -2.61860  -5.35923  -4.44548
C  -1.21705  -4.77825  -4.62161
C  -1.07608  -4.25748  -6.05877
C  -0.18701  -5.89045  -4.37665
C  -0.93974  -3.63647  -3.65253
C  0.28075  -2.96283  -3.68083
C  0.51807  -1.94541  -2.78245
N  -0.36422  -1.54135  -1.86572
C  -1.54469  -2.16304  -1.83640
C  -1.85613  -3.20875  -2.70336
C  -2.52961  -1.67120  -0.82706
C  -3.82338  -2.15901  -0.76245
C  -4.72675  -1.66310  0.17965
C  -4.25873  -0.66728  1.02321
C  -2.95170  -0.22429  0.90343
N  -2.09596  -0.71317  0.00511
C  -6.14434  -2.21736  0.23611
C  -6.97478  -1.54628  1.32928
C  -6.07759  -3.72418  0.52154
C  -6.82795  -1.98051  -1.11778
H  -2.76706  -6.16474  -5.16457
H  -3.39429  -4.61251  -4.62598
H  -2.76338  -5.78052  -3.44898
H  -1.26517  -5.06759  -6.76386
H  -0.07435  -3.87531  -6.25490
H  -1.79066  -3.45822  -6.26098
H  -0.35096  -6.70698  -5.08085
H  -0.27301  -6.29137  -3.36555
H  0.83351  -5.53251  -4.51422
H  1.05128  -3.22483  -4.39241
H  1.46599  -1.42555  -2.79783
H  -2.81480  -3.69460  -2.63704
H  -4.15179  -2.92480  -1.44746
H  -4.88540  -0.22040  1.77994
H  -2.55124  0.54406  1.54935
H  -6.54700  -1.70454  2.32034
H  -7.97878  -1.97060  1.33264
H  -7.07192  -0.47225  1.16344
H  -5.57438  -3.92409  1.46871
H  -5.54837  -4.26387  -0.26465
H  -7.08686  -4.13327  0.58108
H  -6.87090  -0.91690  -1.35704
H  -7.84919  -2.36211  -1.08476
H  -6.31065  -2.49050  -1.93115
C  -2.73386  4.14523  -2.64936
C  -1.22727  4.08728  -2.39527
C  -0.81990  2.79895  -1.84304
N  -0.51788  1.78013  -1.41447
H  -2.98896  5.11667  -3.06706
H  -3.28928  4.01266  -1.72299
H  -3.04222  3.37539  -3.35412
H  -0.90922  4.85034  -1.68213
H  -0.65474  4.23936  -3.31195

Calculated values
LUMO (spin up / spin down): -2.81 / -2.88 eV
Calculated total energy: -5233.097174 Ha
Spin multiplicity: 6
Frontier orbital gap (spin up / spin down): 6.9 / 6.9 eV
Charge: +1

---

Record 3
This record from OMol25 describes C4H7NOS2 as an isolated structure at a distorted geometry. The level of theory is wB97M-V/def2-TZVPD.

CARTESIAN COORDINATES (ANGSTROEM)
C  -1.53129  1.06333  -1.08347
C  -0.32232  0.52556  -0.23273
C  0.47063  -0.70412  -0.88422
C  1.47195  -1.64966  -0.22269
H  -2.04498  2.27058  -0.13548
H  -2.62379  -0.01102  -0.78728
H  -1.01368  1.22287  -2.37538
H  -0.65168  1.55600  3.05440
H  1.79715  -2.47459  -0.99329
H  1.08174  -2.28746  0.62231
H  2.00948  -0.42136  1.75860
N  -0.26064  0.71315  1.05186
O  0.07361  -1.04727  -1.97718
S  -1.21992  1.86071  1.79774
S  2.76373  -0.61670  0.40681

Calculated values
LUMO: -0.20 eV
Calculated total energy: -1082.715744 Ha
Frontier orbital gap: 8.7 eV
Relative energy (zero: lowest compared OMol25 entry of this formula, charge and spin): 732.7 kJ/mol

---

Record 4
This record from OMol25 describes a 5-piece molecular cluster, C39H60BBrCl2O13S overall at a distorted geometry. The level of theory is wB97M-V/def2-TZVPD.

CARTESIAN COORDINATES (ANGSTROEM)
C  6.72706  -0.41400  0.21793
C  5.73391  -0.46529  -1.00978
C  4.33137  -0.04547  -0.50625
C  4.23248  1.38883  -0.03538
C  5.02677  2.39442  -0.55433
C  4.92726  3.70966  -0.17227
C  5.83579  4.67339  -0.88821
Cl  7.49565  4.89662  -0.42368
C  5.30967  5.34816  -1.90832
C  3.86502  5.22181  -2.35204
Cl  6.25735  6.49105  -2.84071
C  3.99647  4.10675  0.79136
C  3.83707  5.55820  1.20408
C  5.11703  6.26902  1.66248
O  5.32486  7.40461  1.33745
Br  6.42331  5.33429  2.78724
C  3.20519  3.10676  1.30907
C  3.30994  1.77438  0.92174
C  2.35924  0.77510  1.56316
O  2.69323  -0.31633  1.96871
C  0.94105  1.29218  1.69661
C  -0.15868  0.52767  1.42489
C  -1.40009  1.13960  1.54824
S  -2.84680  0.14170  1.14661
C  -1.51616  2.45706  1.93271
B  -2.91949  3.20483  2.04557
O  -3.03593  4.40223  1.33202
O  -3.97898  2.71787  2.76389
C  -5.16520  2.74226  1.91941
C  -0.38261  3.22100  2.21261
C  0.83959  2.61308  2.08355
C  2.11470  3.39376  2.32858
O  2.24111  4.14456  3.27152
H  6.17108  -0.12998  1.11499
H  7.48873  0.33305  -0.02004
H  7.15738  -1.40895  0.34140
H  5.70322  -1.50378  -1.34571
H  6.02737  0.22958  -1.79879
H  4.00992  -0.78180  0.22877
H  3.63831  -0.14042  -1.36163
H  5.76016  2.13247  -1.31223
H  3.19430  5.53161  -1.54307
H  3.65735  5.89726  -3.18393
H  3.59820  4.19304  -2.60552
H  3.49006  6.11287  0.32588
H  3.08651  5.71662  1.98082
H  -0.06559  -0.50110  1.09414
H  -2.88493  0.24552  -0.20429
H  -2.81495  4.14307  0.42362
H  -5.75222  1.86050  2.18619
H  -4.90468  2.62688  0.86138
H  -5.70595  3.67463  2.09341
H  -0.46618  4.26691  2.48925
C  -5.75742  -5.12538  4.15098
O  -4.44428  -5.64867  4.04490
C  -3.94149  -5.62566  2.71579
C  -3.03117  -4.43623  2.48129
O  -3.73121  -3.20503  2.58341
C  -3.56452  -2.58518  3.84846
H  -5.94319  -4.89649  5.19979
H  -5.88297  -4.21107  3.56786
H  -6.48593  -5.87234  3.81823
H  -4.76174  -5.63860  1.99147
H  -3.36010  -6.54277  2.57885
H  -2.63557  -4.49582  1.46255
H  -2.18194  -4.45491  3.17161
H  -2.59042  -2.08533  3.88909
H  -3.63929  -3.30051  4.67041
H  -4.34963  -1.83907  3.96637
C  4.41549  -0.16949  -5.42586
O  3.85008  0.66001  -4.42267
C  3.94930  2.04214  -4.72979
C  2.65871  2.58928  -5.30773
O  2.35114  2.00362  -6.56257
C  1.40261  0.95386  -6.46756
H  4.03840  -1.18044  -5.27605
H  4.14329  0.15840  -6.43065
H  5.50608  -0.18182  -5.32986
H  4.78852  2.22746  -5.40701
H  4.15678  2.56197  -3.78898
H  2.78019  3.66404  -5.47673
H  1.83021  2.45221  -4.60473
H  0.39404  1.37026  -6.37085
H  1.60350  0.29245  -5.62181
H  1.45684  0.36934  -7.38494
C  -3.28764  2.99101  -3.09271
O  -3.87086  3.78119  -2.06733
C  -3.81283  5.17670  -2.35439
C  -5.12479  5.68791  -2.91515
O  -5.42099  5.10782  -4.17633
C  -6.33438  4.02600  -4.08956
H  -3.63456  1.96595  -2.96430
H  -3.57605  3.33382  -4.08752
H  -2.19608  3.00822  -3.00371
H  -2.98461  5.39690  -3.03440
H  -3.61462  5.69006  -1.40809
H  -5.03984  6.76741  -3.07080
H  -5.94253  5.51480  -2.20900
H  -7.35500  4.40751  -3.98185
H  -6.10729  3.36077  -3.25350
H  -6.26650  3.45525  -5.01481
C  -3.45374  -10.84484  4.30982
O  -2.13984  -11.36482  4.18760
C  -1.64683  -11.32251  2.85726
C  -0.74050  -10.12864  2.62877
O  -1.44379  -8.90168  2.75337
C  -1.27428  -8.29046  4.02260
H  -3.63253  -10.63095  5.36276
H  -3.58522  -9.92250  3.74077
H  -4.18316  -11.58842  3.97170
H  -2.47264  -11.32615  2.13899
H  -1.06433  -12.23624  2.70366
H  -0.35351  -10.17421  1.60603
H  0.11434  -10.15420  3.31138
H  -0.30404  -7.78329  4.06116
H  -1.33937  -9.00836  4.84268
H  -2.06561  -7.55208  4.14854

Calculated values
LUMO: -0.86 eV
Calculated total energy: -6417.510812 Ha
SMILES: CCCc1cc(/C(Cl)=C(\C)Cl)c(CC(=O)Br)c2c1C(=O)c1cc(S)c(B(O)OC)cc1C2=O.COCCOC.COCCOC.COCCOC.COCCOC
Frontier orbital gap: 8.3 eV